A molecular structure, C8H20BO4PSTl at a distorted geometry, computed with the ωB97M-V functional and the def2-TZVPD basis.

Computed properties:
LUMO energy: -15.9 eV
E: -1553.334172 a.u.
E_HOMO: -21.1 eV
Charge: +3
Kohn-Sham gap: 5.234 eV

```
36
C8H20BO4PSTl, DFT the ωB97M-V functional and the def2-TZVPD basis
C 3.659 -0.133 1.485
C 3.038 -0.412 0.037
B 1.919 0.697 -0.327
O 1.956 1.934 0.332
P 0.501 0.413 -1.675
C -0.983 1.382 -1.083
C -0.829 2.975 -1.111
C 0.164 -1.413 -1.719
C -1.343 -1.805 -1.927
C -2.196 -1.532 -0.652
C -1.496 -1.951 0.681
S -1.351 -0.485 1.798
O -2.467 0.473 1.605
O -0.003 0.167 1.592
O -1.406 -0.996 3.366
H 2.955 0.408 2.157
H 3.911 -1.134 1.915
H 4.572 0.498 1.370
H 3.864 -0.284 -0.727
H 2.661 -1.464 0.008
H 1.276 1.948 1.033
H -1.247 1.053 -0.033
H -1.858 1.144 -1.750
H -0.257 3.405 -0.188
H -1.880 3.384 -1.022
H -0.370 3.276 -2.081
H 0.734 -1.828 -2.609
H 0.652 -1.905 -0.827
H -1.837 -1.282 -2.785
H -1.389 -2.896 -2.174
H -2.566 -0.476 -0.571
H -3.133 -2.141 -0.736
H -2.151 -2.683 1.228
H -0.507 -2.452 0.589
H -1.536 -0.208 3.930
Tl -1.056 4.327 0.871
```

So, what does the Mulliken scheme give us? The charges, in e, come out as: C -0.8693; C -0.2803; B 0.4544; O -0.3390; P 0.4881; C 0.1514; C -1.0571; C -0.3572; C -0.9791; C -0.5665; C -0.6905; S 0.8679; O -0.5840; O -0.5738; O -0.4275; H 0.2438; H 0.3526; H 0.3541; H 0.4333; H 0.3084; H 0.3281; H -0.5241; H 0.6698; H 0.2766; H 0.3699; H 0.4665; H 0.5361; H 0.2038; H 0.3009; H 0.4088; H 0.4595; H 0.4689; H 0.4600; H 0.4627; H 0.4251; Tl 0.7578